Molecular formula: C22H49F3NO16S5
Method: DFT, ωB97M-V/def2-TZVPD

Last column: Mulliken charge in e.
Cartesian coordinates (Å):
N1 -0.2385 -0.0691 0.7264  2.1381
H1 -0.2932 0.4422 -0.1428  0.1334
H2 0.5016 0.3779 1.2486  -0.0056
H3 -0.0842 -1.0422 0.5041  0.2634
H4 -1.1191 0.0177 1.2133  0.2040
C1 2.4275 3.7394 3.4585  0.4234
F1 2.9744 2.7645 4.1603  -0.2088
F2 1.2507 4.0242 4.0149  -0.2235
F3 3.2039 4.8221 3.5064  -0.2012
S1 2.2731 3.0391 1.6428  1.1475
O1 1.5463 1.7488 1.8043  -1.2780
O2 1.5782 4.0475 0.8838  -0.6419
O3 3.6227 2.7879 1.1800  -0.6912
C2 -4.8190 -0.5224 1.5806  -1.2071
C3 -3.7979 -0.1507 2.6215  0.5879
C4 -4.3463 -0.4504 4.0795  -1.5329
O4 -2.5815 -0.7503 2.2879  -0.2679
H5 -5.6773 0.1409 1.6872  0.4679
H6 -5.2112 -1.5365 1.6561  0.3695
H7 -4.4569 -0.3008 0.5766  0.1837
H8 -3.6486 0.9237 2.5138  0.3014
H9 -3.5288 -0.1054 4.7125  0.3926
H10 -4.5926 -1.5116 4.1173  0.3579
H11 -5.2545 0.0590 4.4017  0.3764
O5 4.4724 -0.4388 4.6950  -0.5984
S2 4.5286 -1.3510 3.5683  1.1230
O6 5.5471 -2.4421 3.4410  -0.6313
O7 3.0405 -2.0539 3.4071  -0.4066
C5 1.9147 -1.2476 3.4413  0.3235
C6 0.7188 -2.1823 3.5670  -1.2308
C7 4.5506 -0.2433 2.0589  -0.1873
H12 1.8064 -0.6253 2.5529  -0.1222
H13 1.8759 -0.6249 4.3350  0.4188
H14 0.7672 -2.9454 2.7902  0.1273
H15 -0.2213 -1.6363 3.4886  0.2648
H16 0.7075 -2.7994 4.4654  0.5445
H17 4.4978 -0.8550 1.1583  0.1375
H18 5.4637 0.3503 2.1047  0.4641
H19 3.7578 0.4934 2.1889  -0.2918
O8 -0.6812 -5.1979 -0.0348  -0.6213
S3 -1.3962 -3.9098 0.2051  1.0122
O9 -0.5610 -2.6896 0.3055  -1.0038
O10 -2.5364 -3.5932 -0.9791  -0.4827
C8 -2.9613 -2.3168 -1.2118  0.5020
C9 -2.2150 -1.8360 -2.3917  -0.8379
C10 -2.5851 -4.0212 1.5868  -0.4826
H20 -2.7526 -1.6317 -0.3900  -0.5377
H21 -4.0291 -2.2298 -1.4125  0.5469
H22 -2.2183 -2.4589 -3.2862  0.4462
H23 -1.1987 -1.5974 -2.0780  -0.1306
H24 -2.5876 -0.8637 -2.7141  0.3419
H25 -3.1470 -4.9526 1.5168  0.4273
H26 -3.1048 -3.0632 1.5683  -0.1263
H27 -1.9573 -3.8937 2.4687  0.3079
O11 4.2138 -2.2871 -1.7810  -0.6800
S4 2.7915 -2.2418 -1.4376  1.0540
O12 2.3637 -1.6524 -0.1552  -0.1083
O13 1.9372 -1.3755 -2.5999  -0.2010
C11 2.1373 -1.5997 -4.0069  -0.4182
C12 0.7530 -1.6398 -4.6195  -0.8920
C13 2.1249 -3.9091 -1.6533  -0.9994
H28 2.6626 -2.5383 -4.1838  0.5163
H29 2.7421 -0.8283 -4.4834  0.1608
H30 0.9025 -1.9775 -5.6450  0.4160
H31 0.5052 -0.5785 -4.5978  0.2474
H32 0.1117 -2.2871 -4.0212  0.0858
H33 2.6539 -4.2964 -0.7825  0.5830
H34 2.6694 -4.2686 -2.5264  0.4302
H35 1.0518 -3.7349 -1.7316  0.0013
O14 -0.3464 1.8748 -3.7591  -0.6676
S5 0.5678 2.0795 -2.6384  0.9359
O15 0.2026 1.6568 -1.2912  -0.6412
O16 2.0829 1.5328 -3.0603  -0.2942
C14 3.0749 1.4538 -1.9967  1.4853
C15 4.5189 1.4312 -2.4301  -1.6985
C16 0.9720 3.9279 -2.5754  -1.0522
H36 2.9682 0.5238 -1.4384  -0.7034
H37 2.9274 2.2917 -1.3154  0.0231
H38 4.7313 0.6067 -3.1106  0.3419
H39 5.2042 1.3758 -1.5843  0.3043
H40 4.7646 2.3100 -3.0263  0.4394
H41 0.1182 4.3430 -2.0398  0.3668
H42 0.9636 4.2921 -3.6027  0.4080
H43 1.9054 4.1788 -2.0715  0.3029
C17 -2.8558 2.4355 -1.6173  -0.1421
C18 -3.1784 2.5302 -0.2863  0.4030
C19 -3.8720 3.6475 0.1259  -0.9151
C20 -4.3089 4.5471 -0.8183  -0.3170
C21 -4.0670 4.4591 -2.1518  -0.6314
C22 -3.3029 3.3766 -2.5645  -0.6003
H44 -2.4115 1.5394 -2.0249  0.2812
H45 -2.8582 1.8187 0.4605  0.2263
H46 -4.2493 3.6270 1.1377  0.3695
H47 -4.9435 5.3413 -0.4537  0.3334
H48 -4.3299 5.2081 -2.8842  0.4064
H49 -3.1239 3.1671 -3.6088  0.4537

Cartesian forces (eV/Å) of the 6 atoms listed first:
-0.5 0.1 -0.2
0.1 0.5 -0.6
0.9 0.6 0.5
0.3 -0.5 0.2
-0.3 -0.1 0.3
-0.1 -0.8 -1.7

Results
Orbital gap (alpha / beta)   9.08 / 5.89 eV
E_tot   -120182.033 eV
Spin multiplicity   2
Lowest unoccupied orbital energy (alpha / beta)   -0.120 / -3.314 eV